No. 1
Molecular formula: C35H44N3O5S2SiTa
Method: DFT, ωB97M-V/def2-TZVPD

Each line ends with the Löwdin charge.
Element x y z (Å)
Ta (0.2498, 0.3719, 0.1540)  1.55
S (-2.7239, -1.4391, 3.4099)  0.95
S (-1.9945, -0.1561, 0.9027)  0.63
Si (-1.3504, 2.2743, -1.0497)  0.76
O (7.4507, 0.1153, 0.0315)  -0.02
O (0.6201, -0.6914, -1.4028)  -0.27
O (0.7083, 1.0931, 1.8989)  -0.24
O (7.0639, 0.5354, 2.2317)  -0.01
O (2.1175, 1.1402, 3.6535)  0.17
N (0.3381, -1.6617, 1.0471)  -0.10
N (2.5194, 0.5492, 0.2204)  -0.04
N (-0.4190, -1.9312, 2.1859)  -0.02
C (-0.8476, -4.9030, 4.0431)  -0.07
C (-4.0198, 1.2465, -1.6136)  -0.11
C (6.7739, 0.3703, 1.0389)  -0.69
C (-2.1691, 0.1533, -2.8213)  -0.12
C (-3.0376, -4.6397, 3.1101)  -0.06
C (2.8955, -2.8440, -3.1897)  -0.04
C (-3.0150, 4.5685, -0.6075)  -0.09
C (1.4653, -1.7111, -1.6354)  -0.32
C (-1.5271, -1.2897, 2.1719)  -1.02
C (0.1172, 3.1334, -2.0278)  -0.62
C (1.8885, -2.5387, -0.5851)  -0.10
C (4.3323, 0.7003, 1.7772)  0.09
C (5.2504, 0.4733, 0.7506)  -0.05
C (1.9358, -1.8872, -2.9319)  -0.01
C (-2.9130, 2.4356, -3.4701)  -0.09
C (1.3149, 3.3867, -1.0977)  -0.10
C (3.3813, -3.6417, -2.1566)  -0.05
C (-2.0533, -2.7490, 4.4658)  -0.41
C (-0.2501, 4.4928, -2.6448)  -0.09
C (3.4057, 0.3873, -0.7738)  -0.09
C (1.5792, -3.6587, 1.6804)  0.00
C (2.9956, 0.7369, 1.4695)  -0.17
C (4.7633, 0.3456, -0.5439)  0.04
C (-3.0645, 2.9063, 1.2317)  -0.13
C (-2.1598, 3.5494, 0.1692)  -0.62
C (-2.9639, -5.9157, 2.5753)  -0.08
C (0.6280, 2.2399, -3.1727)  -0.10
C (-2.6535, 1.5050, -2.2716)  -0.62
C (2.8693, -3.4993, -0.8853)  -0.01
C (1.9327, 1.0142, 2.4864)  -0.49
C (-1.0943, 4.3372, 0.9489)  -0.10
C (1.2446, -2.5464, 0.7370)  -0.20
C (-0.7718, -6.1833, 3.5122)  -0.09
C (-1.9763, -4.1191, 3.8449)  -0.30
C (-1.8285, -6.6912, 2.7726)  -0.09
H (-0.1100, 2.1176, -3.9639)  0.07
H (-3.5648, 3.7089, 1.7847)  0.09
H (-0.4613, 5.2389, -1.8803)  0.07
H (-0.0235, -4.5115, 4.6294)  0.12
H (4.1497, -4.3773, -2.3482)  0.11
H (0.1130, -6.7847, 3.6804)  0.11
H (-0.3814, 3.6860, 1.4616)  0.07
H (-1.1043, 4.4462, -3.3188)  0.07
H (0.6065, 4.8592, -3.2226)  0.09
H (-3.3549, 5.3409, 0.0909)  0.09
H (-3.9658, 0.5697, -0.7620)  0.03
H (1.1186, 4.1429, -0.3424)  0.07
H (-1.5952, 4.9346, 1.7174)  0.09
H (-0.5443, 5.0318, 0.3158)  0.06
H (-3.9052, 4.1196, -1.0456)  0.07
H (-2.7556, -2.7432, 5.3027)  0.09
H (2.1698, 3.7252, -1.6931)  0.10
H (0.9184, 1.2403, -2.8451)  0.04
H (-2.8901, -0.2067, -3.5634)  0.09
H (1.2634, -4.6189, 1.2710)  0.11
H (-4.5131, 2.1623, -1.2921)  0.06
H (2.6594, -3.6871, 1.8261)  0.10
H (3.2356, -4.1469, -0.1034)  0.11
H (4.6889, 0.8442, 2.7886)  0.14
H (2.9949, 0.2954, -1.7713)  0.11
H (-3.7071, 1.9996, -4.0857)  0.09
H (1.6596, 2.4933, -0.5663)  0.03
H (-4.6700, 0.7745, -2.3585)  0.09
H (-2.4868, 2.3233, 1.9498)  0.05
H (-2.4673, 5.0693, -1.4040)  0.06
H (3.2769, -2.9618, -4.1954)  0.11
H (-1.0814, -2.4327, 4.8412)  0.08
H (-2.0398, 2.5522, -4.1099)  0.06
H (-1.1944, 0.2082, -3.3065)  0.06
H (-2.1070, -0.6003, -2.0334)  0.05
H (-3.7956, -6.3085, 2.0046)  0.10
H (1.5113, 2.7072, -3.6215)  0.09
H (1.0880, -3.5017, 2.6306)  0.06
H (1.5555, -1.2387, -3.7106)  0.13
H (5.4780, 0.2003, -1.3440)  0.13
H (-3.8370, 2.2597, 0.8180)  0.05
H (-3.2458, 3.4283, -3.1659)  0.07
H (-3.9227, -4.0361, 2.9461)  0.10
H (-1.7715, -7.6881, 2.3550)  0.10

Calculated values
LUMO energy = -0.05765 Eh
Orbital gap = 6.456 eV
Max |F| = 0.389 eV/A
Relative energy (zero: lowest compared OMol25 entry of this formula, charge and spin) = 0.274 eV
DFT total energy = -3043.571956 a.u.
HOMO = -8.02 eV

=====

No. 2
Molecular formula: C35H45BrCl3N8O3PtS
Method: DFT, ωB97M-V/def2-TZVPD

Each line ends with the Löwdin charge.
Element x y z (Å)
Pt (0.2438, -1.5752, -0.3530)  0.81
Br (7.4549, 1.6251, -1.1810)  0.83
Cl (-1.1452, -3.3880, -1.7109)  0.81
Cl (3.1737, -5.7311, 0.4254)  0.83
Cl (-0.3734, -8.6393, -2.3807)  0.87
S (-1.3220, 0.1269, -0.8503)  0.73
O (1.3886, -3.5264, -0.2537)  -0.17
O (2.9065, -1.0215, -1.7723)  -0.14
O (1.4681, 1.1495, -1.5072)  0.00
N (1.7466, 0.0924, 3.6726)  -0.08
N (1.4557, -2.2518, 3.8794)  -0.08
N (3.2551, 4.9821, -1.4012)  0.23
N (3.4557, -1.3888, 2.9681)  -0.08
N (-3.3136, -1.0196, 0.5464)  0.05
N (-3.6543, -0.8071, -1.7031)  0.03
N (1.2999, 3.9173, -1.3420)  0.21
N (1.4161, -1.2329, 1.6890)  -0.15
C (-4.7210, -0.3740, -3.8390)  -0.18
C (5.5684, 1.5144, -1.3880)  -0.63
C (-0.6526, -6.0003, -1.9554)  -0.07
C (4.7972, 2.6560, -1.3345)  -0.04
C (-0.1468, 5.9779, -1.1475)  0.03
C (0.1305, -7.1518, -1.7378)  -0.61
C (3.6116, 0.1378, -1.6184)  -0.22
C (2.3802, 7.3238, -1.3546)  0.07
C (4.9868, 0.2509, -1.5707)  -0.02
C (-2.8785, 0.5814, 2.3858)  -0.20
C (-2.6082, -0.8048, 1.7902)  -0.22
C (0.8702, -2.3096, 2.5665)  -0.18
C (1.3138, -7.0599, -0.9938)  -0.08
C (1.0181, 5.2625, -1.3049)  -0.14
C (2.8958, -2.4479, 3.7970)  -0.13
C (0.9901, -4.6350, -0.7068)  -0.43
C (-4.4634, 2.0730, 3.6437)  -0.09
C (3.4035, 2.5665, -1.4143)  -0.05
C (1.1624, 0.0708, 2.3559)  -0.16
C (3.6216, -2.1503, -2.2615)  -0.03
C (2.2978, 5.9120, -1.3647)  -0.16
C (-3.4009, -0.4278, -3.0795)  -0.20
C (3.1877, -0.0996, 3.5903)  -0.14
C (-0.2202, -4.8009, -1.4603)  -0.53
C (1.2050, 8.0245, -1.2222)  -0.02
C (-4.2759, 0.7085, 2.9943)  -0.26
C (-0.0303, 7.3696, -1.1082)  0.02
C (2.8893, -1.4240, 1.6415)  -0.16
C (1.7346, -5.8527, -0.4870)  -0.54
C (1.1739, -0.9635, 4.4974)  -0.13
C (-2.8743, -0.6500, -0.6529)  -0.70
C (-5.5989, 0.8369, -3.5136)  -0.24
C (2.6511, 3.7931, -1.4029)  -0.18
C (2.8018, 1.2938, -1.5082)  -0.17
C (-6.2727, 0.8076, -2.1456)  -0.10
H (0.0855, 0.2323, 2.4472)  0.11
H (3.1027, -2.3891, 1.1751)  0.12
H (-5.5612, 0.9284, -1.3293)  0.05
H (-1.5407, -0.9240, 1.5575)  0.02
H (2.8727, -2.8601, -2.6021)  0.09
H (-2.9176, -1.5772, 2.4976)  0.14
H (3.3361, 7.8092, -1.4656)  0.14
H (3.6247, -0.0752, 4.5913)  0.15
H (-5.0338, 0.5778, 2.2179)  0.11
H (-5.4370, 2.1238, 4.1205)  0.08
H (-2.7589, 1.3396, 1.6085)  0.11
H (1.9017, -7.9465, -0.8051)  0.13
H (1.6141, -0.9291, 5.4958)  0.14
H (-3.7061, 2.2570, 4.4021)  0.08
H (-4.5579, -1.2532, -1.5754)  0.16
H (1.2212, 9.1031, -1.2141)  0.13
H (-6.3835, 0.8725, -4.2706)  0.12
H (-1.5822, -6.0756, -2.4998)  0.13
H (-6.8333, -0.1140, -2.0028)  0.08
H (1.5866, 0.8720, 1.7438)  0.13
H (0.6356, 3.1631, -1.4176)  0.16
H (0.0916, -0.8236, 4.5832)  0.14
H (-4.4267, -0.0715, 3.7422)  0.12
H (3.6303, 0.7019, 2.9942)  0.14
H (1.2609, 0.2038, -1.6573)  0.03
H (-0.9218, 7.9660, -0.9931)  0.13
H (4.2248, -2.6006, -1.4733)  0.10
H (3.3229, -2.4034, 4.8011)  0.15
H (-0.2133, -2.1833, 2.6552)  0.12
H (-2.7426, -1.1722, -3.5404)  0.12
H (-4.4864, -0.3481, -4.9014)  0.12
H (-1.1099, 5.5009, -1.0505)  0.12
H (3.3394, -0.6189, 1.0534)  0.13
H (-5.2767, -1.2955, -3.6531)  0.12
H (-6.9833, 1.6273, -2.0740)  0.08
H (-2.8976, 0.5410, -3.1098)  0.11
H (-4.4011, 2.8573, 2.8933)  0.08
H (1.0891, -3.2802, 2.1093)  0.12
H (5.2389, 3.6315, -1.2262)  0.12
H (-2.1335, 0.7825, 3.1592)  0.11
H (4.2628, -1.8730, -3.1027)  0.12
H (5.6323, -0.6062, -1.6601)  0.12
H (3.1190, -3.4203, 3.3533)  0.13
H (-4.2770, -1.3208, 0.6254)  0.17
H (-5.0149, 1.7531, -3.6139)  0.11

Calculated values
LUMO energy (alpha / beta) = -0.27138 / -0.39359 Eh
Orbital gap (alpha / beta) = 7.807 / 4.426 eV
Max |F| = 1.421 eV/A
Expectation value of S² = 6.07
Net charge = +3
Relative energy (zero: lowest compared OMol25 entry of this formula, charge and spin) = 1.669 eV
DFT total energy = -6495.583617 a.u.
HOMO (alpha / beta) = -15.19 / -15.14 eV
Spin multiplicity = 5